Entry A
DFT (ωB97M-V with the def2-TZVPD basis set) results for one molecule with the formula C5H11N2O.

Output
LUMO energy (alpha / beta) = 0.866 / -1.431 eV
Frontier orbital gap (alpha / beta) = 8.8 / 6.5 eV
<S²> = 0.754

Structure (ORCA input):
```
! wB97M-V def2-TZVPD RIJCOSX def2/J DEFGRID3
* xyz 0 2
C -0.91 1.78 1.39
O -1.49 2.33 2.45
C -1.50 0.38 1.03
C -1.00 -0.32 -0.26
C 0.46 -0.47 -0.57
C 0.99 -1.69 -0.75
N 2.34 -1.98 -0.85
N 1.30 0.69 -0.72
H 0.18 1.72 1.51
H -1.28 2.39 0.53
H -2.57 0.52 0.83
H -1.50 -0.23 1.93
H -1.53 0.20 -1.08
H -1.43 -1.32 -0.36
H 0.32 -2.51 -0.96
H 2.88 -1.20 -1.23
H 2.58 -2.82 -1.36
H 1.00 1.17 -1.55
H 1.17 1.36 0.02
*
```

The molecule's Mulliken atomic charges, reported in e, are given here: number 1, C, carries -0.26; number 2, O, carries -0.40; number 3, C, carries -0.50; number 4, C, carries -0.73; number 5, C, carries 0.49; number 6, C, carries -0.43; number 7, N, carries -0.51; number 8, N, carries -0.64; number 9, H, carries 0.22; number 10, H, carries 0.25; number 11, H, carries 0.27; number 12, H, carries 0.39; number 13, H, carries 0.29; number 14, H, carries 0.32; number 15, H, carries 0.25; number 16, H, carries 0.25; number 17, H, carries 0.25; number 18, H, carries 0.26; number 19, H, carries 0.21

***

Entry B
DFT (ωB97M-V with the def2-TZVPD basis set) results for one molecule with the formula C5H11N2O.

Output
LUMO energy (alpha / beta) = -1.933 / -0.954 eV
Frontier orbital gap (alpha / beta) = 6.1 / 8.8 eV
<S²> = 1.760

Structure (ORCA input):
```
! wB97M-V def2-TZVPD RIJCOSX def2/J DEFGRID3
* xyz 0 2
C -2.31 -0.46 -0.78
O -2.39 -1.46 0.06
C -1.23 0.64 -0.43
C 0.18 -0.02 -0.66
C 1.39 0.80 -0.26
C 2.29 -0.10 0.50
N 3.73 -0.37 0.63
N -1.46 1.10 0.92
H -3.23 0.17 -0.79
H -2.11 -0.73 -1.86
H -1.37 1.48 -1.13
H 0.26 -0.52 -1.67
H 0.09 -0.83 0.07
H 1.83 1.45 -1.03
H 1.52 0.15 1.28
H 2.42 -1.20 0.37
H 4.06 0.19 -0.17
H -1.49 0.20 1.42
H -0.63 1.59 1.26
*
```

The molecule's Mulliken atomic charges, reported in e, are given here: number 1, C, carries -0.50; number 2, O, carries -0.37; number 3, C, carries 0.11; number 4, C, carries -0.68; number 5, C, carries -0.47; number 6, C, carries -0.46; number 7, N, carries -0.56; number 8, N, carries -0.72; number 9, H, carries 0.34; number 10, H, carries 0.35; number 11, H, carries 0.41; number 12, H, carries 0.32; number 13, H, carries 0.34; number 14, H, carries 0.35; number 15, H, carries 0.33; number 16, H, carries 0.31; number 17, H, carries 0.27; number 18, H, carries 0.33; number 19, H, carries 0.31

***

Pick the least stable structure from those above. Pick: entry B